{"formula": "C7H10", "method": "ωB97M-V/def2-TZVPD", "elements": ["C", "C", "C", "C", "C", "C", "C", "H", "H", "H", "H", "H", "H", "H", "H", "H", "H"], "positions_angstrom": [[-1.315093, -1.095928, -0.095811], [-0.021806, -0.749696, -0.844467], [0.103608, 0.773638, -1.162049], [-0.350758, 1.702706, -0.039001], [1.194119, -1.082789, -0.078483], [1.526376, -0.895728, 1.162830], [1.823225, -0.709113, 2.391781], [-2.192146, -0.764724, -0.664572], [-1.397811, -2.177108, 0.054246], [-1.332341, -0.617494, 0.888025], [-0.011448, -1.273125, -1.807995], [-0.487913, 0.965911, -2.065811], [-0.098717, 2.740506, -0.281151], [-1.435456, 1.652858, 0.102231], [0.126270, 1.454815, 0.916411], [1.145681, 0.992171, -1.428905], [2.724207, -0.916901, 2.952724]], "atomic_forces_ev_per_a": [[-0.0533, -0.0122, 0.0703], [-0.0185, -0.0669, -0.0672], [0.0590, 0.1458, -0.0603], [-0.0243, 0.0187, 0.0654], [-0.0459, 0.0492, 0.2672], [0.0096, 0.0357, 0.0458], [-0.0534, -0.0535, -0.2632], [0.1484, -0.0469, 0.0484], [0.0232, 0.1542, -0.0363], [-0.0128, -0.0794, -0.1475], [0.0409, 0.0705, 0.1478], [0.0597, -0.0715, 0.1491], [-0.0213, -0.1628, 0.0262], [0.1698, 0.0066, 0.0043], [-0.0492, 0.0467, -0.1625], [-0.1680, -0.0368, 0.0158], [-0.0639, 0.0027, -0.1033]], "lowdin_charge": [-0.0699, -0.4086, -0.2166, -0.1058, 0.0508, -0.1916, 0.1189, 0.0846, 0.0810, 0.0782, 0.1210, 0.1130, 0.0746, 0.0715, 0.0670, 0.1091, 0.0227], "spin_multiplicity": 1, "de_lowest_kcal_mol": 113.9, "lumo_ev": [-1.035, -1.034], "homo_energy_ev": [-8.06, -8.06], "energy_ha": -272.5365, "total_charge": 0, "gap_ev": [7.02, 7.02]}